Record 1
15
Properties=species:S:1:pos:R:3:lowdin_charge:R:1 method="wB97M-V/def2-TZVPD" homo_energy_ev=-9.2151 orbital_gap_ev=9.72 e_above_lowest_kcal_mol=66.2 smiles="C[C@H]1S[C@@H]1C(=O)NO" lumo_energy_ha=0.0186
C -2.70107 0.94379 0.60166 -0.1006
C -1.37400 0.18080 0.58604 -0.6276
S -1.26334 -1.23219 -0.51722 0.8654
C -0.40756 0.47592 -0.52553 -0.3527
C 1.06436 0.53913 -0.28958 -0.5267
O 1.73320 1.48353 -0.60559 0.0971
N 1.52825 -0.42492 0.54809 -0.0433
O 2.83952 -0.64246 0.57288 -0.0061
H -3.42851 0.44982 1.25581 0.0810
H -3.08067 0.92025 -0.40062 0.0630
H -2.61963 1.94423 0.95877 0.0687
H -0.88016 0.03702 1.56944 0.1196
H -0.77743 1.13085 -1.32307 0.1267
H 0.97314 -1.30416 0.51264 0.1091
H 3.25693 -0.05499 -0.10804 0.1263


Record 2
9
Properties=species:S:1:pos:R:3:lowdin_charge:R:1 method="wB97M-V/def2-TZVPD" homo_energy_ev=-9.9055 orbital_gap_ev=9.31 e_above_lowest_kcal_mol=18.4 smiles=O[C@H](I)C(F)(F)I lumo_energy_ha=-0.0219
O -0.06231 -1.11074 1.11981 -0.0346
C 0.26729 -0.59691 -0.03557 -0.6950
I 2.51118 -0.38591 -0.36438 0.7440
C -0.40719 0.90744 -0.23236 -0.9478
F 0.06030 1.37321 -1.39130 -0.0450
F 0.08708 1.79328 0.65382 -0.0043
I -2.59766 1.07041 -0.30602 0.8475
H 0.35890 -1.88610 1.32883 0.0637
H -0.21758 -1.16467 -0.77283 0.0714


Record 3
55
Properties=species:S:1:pos:R:3:lowdin_charge:R:1 method="wB97M-V/def2-TZVPD" homo_energy_ev=-12.1556 orbital_gap_ev=8.38 e_above_lowest_kcal_mol=39.0 charge=+1 lumo_energy_ha=-0.1387
O 3.24431 -1.03929 1.00564 -0.1479
C 3.33805 -0.63208 -0.28989 -0.7681
I 5.01000 -1.42570 -1.45610 0.8405
C 2.15865 0.37841 -0.82651 -0.3100
P 0.54704 -0.71212 -0.92507 1.0795
H 2.39768 0.92516 -1.83462 0.0751
H 1.98389 1.18263 0.00756 0.1108
H 0.97685 -2.10351 -1.10041 0.0357
H -0.12703 -0.66502 0.35970 -0.0127
H -0.27195 -0.23509 -2.02829 0.0285
C -3.23453 2.12947 3.43254 -0.2154
C -2.08336 2.73884 4.23133 -0.2101
C -0.83722 1.90007 3.95262 -0.2154
S -1.05741 1.20474 2.32177 0.6630
O -1.17378 -0.23303 2.44590 -0.3462
O -0.12465 1.83118 1.40635 -0.3526
C -2.68174 1.88014 2.03719 -0.2291
H -4.10594 2.79026 3.40743 0.1257
H -3.54088 1.18126 3.89023 0.1261
H -1.91530 3.77066 3.89960 0.1241
H -2.30634 2.77080 5.30238 0.1246
H 0.06977 2.50969 3.96815 0.1118
H -0.74341 1.07433 4.66328 0.1135
H -3.28207 1.17777 1.45643 0.1130
H -2.56234 2.81851 1.48743 0.1150
C 1.30764 3.98722 -6.22832 -0.2184
C 2.82860 3.84156 -6.23705 -0.2120
C 3.22486 3.09204 -4.96612 -0.2216
S 1.82734 2.06610 -4.53480 0.6527
O 1.28066 2.53647 -3.27940 -0.3476
O 2.16910 0.67571 -4.75944 -0.3411
C 0.76415 2.61611 -5.85492 -0.2310
H 0.92599 4.32041 -7.19784 0.1246
H 1.01139 4.72672 -5.47479 0.1243
H 3.13451 3.26291 -7.11712 0.1243
H 3.32793 4.81385 -6.29394 0.1233
H 4.10238 2.46103 -5.12829 0.1103
H 3.40893 3.78023 -4.13655 0.1110
H -0.27209 2.64308 -5.51365 0.1121
H 0.86950 1.91129 -6.68509 0.1157
C -0.38855 -4.95842 3.73900 -0.2214
C -0.41907 -3.86614 2.67101 -0.2290
C -1.33737 -4.34742 1.54889 -0.2388
S -2.51997 -5.44973 2.30916 0.6715
O -2.30491 -6.78440 1.79095 -0.3142
O -3.82530 -4.82001 2.31235 -0.3266
C -1.83856 -5.36603 3.95363 -0.2321
H 0.07152 -4.60639 4.66692 0.1202
H 0.19251 -5.81450 3.37576 0.1239
H -0.82030 -2.94244 3.10543 0.1041
H 0.58313 -3.64226 2.29236 0.1121
H -1.86697 -3.51548 1.07779 0.0948
H -0.78421 -4.91248 0.79365 0.1038
H -1.94427 -6.33136 4.45158 0.1141
H -2.38680 -4.59573 4.50419 0.1115


Record 4
8
Properties=species:S:1:pos:R:3:lowdin_charge:R:1 method="wB97M-V/def2-TZVPD" homo_energy_ev=-10.6644 orbital_gap_ev=10.70 e_above_lowest_kcal_mol=29.3 smiles="O=P(Cl)(Cl)Cl.C#N" lumo_energy_ha=0.0011
O 0.41831 0.28910 -2.06203 -0.4123
P -0.55439 0.14477 -1.01884 -0.6311
Cl -1.04915 1.73821 -0.00113 0.3489
Cl -0.92583 -1.54171 -0.21823 0.4211
Cl -2.33765 0.23048 -1.99778 0.2222
C 1.47016 -0.24979 1.76592 -0.0464
N 1.41211 -0.31707 0.61841 -0.0194
H 1.56647 -0.29398 2.91368 0.1169


Record 5
33
Properties=species:S:1:pos:R:3:lowdin_charge:R:1 method="wB97M-V/def2-TZVPD" homo_energy_ev=-14.1787 orbital_gap_ev=8.64 e_above_lowest_kcal_mol=1.5 charge=+1 lumo_energy_ha=-0.2036
Ti 0.60174 0.23796 -0.02509 1.2576
O 0.58695 4.01760 4.61998 0.1451
C 0.53148 3.19118 3.57855 -0.2292
C -0.68686 2.75955 3.02951 0.1224
C -0.61596 1.90736 1.96937 -0.1219
N 0.56591 1.50901 1.50190 0.0206
C 1.73556 1.97083 1.95831 -0.1117
C 1.76910 2.82231 3.01979 0.1356
C 2.86926 1.52421 1.05880 -0.4204
O 4.01935 1.65446 1.26242 0.2264
O 2.29614 0.93228 -0.06639 -0.1384
C -1.73316 1.41363 1.08264 -0.4284
O -2.88620 1.57984 1.25479 0.2194
O -1.15091 0.76105 0.00802 -0.1238
H -0.29928 4.24601 4.93833 0.1443
H -1.64480 3.09862 3.40383 0.1542
H 2.69646 3.22175 3.40602 0.1593
O 1.33201 -3.47049 0.38717 0.2376
C 0.84226 -2.46288 0.03409 -0.4419
O 0.75213 -1.30476 0.83720 -0.1016
C 0.21674 -2.20104 -1.29921 -0.1214
C 0.56575 -1.08988 -2.09315 -0.0959
C -0.07091 -0.85430 -3.30655 -0.0013
C -1.07952 -1.70439 -3.72450 0.0497
C -1.38707 -2.78578 -2.92789 -0.0768
C -0.76510 -3.07098 -1.73441 0.0996
N -2.45911 -3.71992 -3.38667 -0.3407
O -3.00654 -3.45342 -4.42777 0.1188
O -2.66383 -4.69223 -2.70127 0.1192
H 1.47993 -0.51581 -1.91427 0.1187
H 0.23604 -0.02469 -3.92794 0.1341
H -1.60648 -1.55352 -4.65523 0.1381
H -1.04106 -3.94356 -1.16040 0.1526


Record 6
9
Properties=species:S:1:pos:R:3:lowdin_charge:R:1 method="wB97M-V/def2-TZVPD" homo_energy_ev="-16.7784 / -16.6429" orbital_gap_ev="6.52 / 6.30" e_above_lowest_kcal_mol=184.1 charge=+1 lumo_energy_ha="-0.3770 / -0.3800"
C 0.83110 -0.26531 0.47035 -0.0033
N -0.27635 0.64077 0.25264 0.0890
N -1.13431 0.55172 -0.61990 0.0476
O -2.13989 0.99170 -0.93702 0.3714
F -0.47275 -1.74088 -1.34166 -0.1695
H 1.19002 -0.76726 -0.47914 0.1222
H 1.82455 0.15673 0.70885 0.1302
H 0.37031 -1.09074 1.05195 0.1319
H -0.19268 1.52327 0.89392 0.2805